(1)
This record from OMol25 describes C50H56HfN6O3STe as an isolated structure in a non-equilibrium geometry. The level of theory is ωB97M-V with the def2-TZVPD basis set.

2S+1 ... 2
HOMO energy (spin up / spin down) ... -9.81 / -10.18 eV
Net charge ... +1
Relative energy (zero: lowest compared OMol25 entry of this formula, charge and spin) ... 0.0 kJ/mol
<S²> ... 0.76
Frontier orbital gap (spin up / spin down) ... 7.654 / 6.574 eV

Element x y z (Å)
Hf 1.6516 1.6521 0.7452
C 1.2546 1.9330 3.9957
N 0.7211 1.0986 3.0064
C 1.0541 -0.3565 3.2925
C 2.0332 -1.0704 2.3401
C 3.4362 -0.5585 2.1810
N 3.4213 0.8909 2.0680
C 4.2749 1.6090 2.6552
C 4.3288 3.0975 2.6929
C 5.3850 3.6454 3.4451
C 5.5237 5.0133 3.5077
C 4.6557 5.8318 2.7363
C 3.6158 5.2863 1.9986
C 3.3981 3.9356 2.0463
O 2.4134 3.3936 1.3927
C -0.7518 1.2316 2.8731
C -1.3136 2.6587 2.8485
C -0.6980 3.6469 1.8465
N -0.2737 3.0403 0.6335
C -0.7284 3.6217 -0.4305
C -0.3092 3.3044 -1.7566
C -1.2708 3.6487 -2.7651
C -1.0123 3.4118 -4.0694
C 0.2455 2.8496 -4.4135
C 1.2501 2.5874 -3.4780
C 0.9730 2.7709 -2.0998
O 1.8509 2.5705 -1.1391
H 0.7320 1.8001 4.9113
H 1.1669 2.9676 3.6346
H 2.3071 1.7320 4.1041
H 0.1082 -0.8958 3.3387
H 1.4416 -0.2994 4.3344
H 1.4833 -1.0265 1.3910
H 2.0057 -2.0995 2.6013
H 4.0215 -0.9430 1.3010
H 4.0630 -0.7898 2.9965
H 5.1542 1.0652 3.1324
H 6.0998 2.9948 3.9437
H 6.4221 5.3361 3.9851
H 4.7798 6.9341 2.8190
H 2.9070 5.8598 1.3998
H -1.2984 0.7869 3.7201
H -1.1337 0.7522 1.9189
H -1.2845 3.1584 3.8294
H -2.3908 2.4887 2.5753
H 0.1590 4.1743 2.2088
H -1.4237 4.3973 1.5877
H -1.3441 4.4862 -0.4632
H -2.2506 4.1222 -2.4418
H -1.7873 3.6051 -4.8224
H 0.4681 2.5460 -5.4611
H 2.1969 2.1191 -3.7301
S 7.1008 -0.9822 0.4805
C 6.3765 -2.3766 0.0036
N 6.9064 -3.1375 -1.0148
C 6.3390 -4.2893 -1.4718
C 5.1636 -4.6903 -0.9643
C 4.6544 -3.9292 0.0966
N 5.2180 -2.8255 0.5315
H 7.7545 -2.7724 -1.4374
H 6.7769 -4.8110 -2.3429
H 4.6713 -5.5758 -1.2668
H 3.7278 -4.1292 0.5628
C -8.4488 0.0939 0.2998
C -6.9437 0.1663 0.1749
C -6.3461 1.0107 -0.7760
C -4.9670 1.1343 -0.8405
C -4.3952 2.2598 -1.7447
C -4.1545 0.3263 0.0030
Te -2.0880 0.1698 -0.7411
N 0.2721 0.1475 -0.2439
C 1.3059 -0.3336 -0.9436
O 2.4808 0.0080 -0.4043
C 1.3633 -1.1366 -2.1357
C 0.2664 -1.2935 -2.9588
C 0.2966 -2.1217 -4.0461
C 1.3936 -2.8628 -4.3407
C 2.5047 -2.7372 -3.5377
C 2.5495 -1.8577 -2.4637
C -2.2289 -1.9587 -0.9292
C -1.6074 -2.8623 -0.0594
C -0.9177 -2.4038 1.2159
C -1.5945 -4.2191 -0.4082
C -2.2770 -4.7055 -1.5195
C -2.2492 -6.1729 -1.8196
C -2.9620 -3.7716 -2.2993
C -2.9453 -2.3915 -2.0650
C -3.6146 -1.4247 -3.0324
C -4.7378 -0.4731 0.9853
C -3.9863 -1.3897 1.8916
C -6.1615 -0.5818 1.0373
H -8.8838 0.1940 -0.6534
H -8.8354 0.9745 0.8277
H -8.8381 -0.7305 0.8455
H -6.9501 1.6720 -1.4204
H -5.1368 3.0686 -1.8957
H -4.1322 1.8506 -2.7188
H -3.5515 2.7352 -1.2834
H -0.6144 -0.6502 -2.7960
H -0.5829 -2.1875 -4.6994
H 1.3948 -3.4750 -5.2224
H 3.4245 -3.2914 -3.7046
H 3.3739 -1.8102 -1.7619
H -1.1028 -1.3563 1.4050
H 0.1718 -2.5203 1.0641
H -1.1688 -3.0183 2.0719
H -1.1225 -4.9403 0.2710
H -3.2797 -6.5369 -2.0101
H -1.8683 -6.8202 -1.0131
H -1.6634 -6.4378 -2.6772
H -3.5412 -4.0319 -3.1950
H -4.1236 -1.9100 -3.9018
H -2.8964 -0.7188 -3.4886
H -4.3474 -0.8571 -2.5154
H -3.0439 -1.0040 2.3079
H -3.6917 -2.2556 1.3192
H -4.5975 -1.7680 2.7033
H -6.6211 -1.2906 1.6975

=====

(2)
This record from OMol25 describes C10H37CaN10O9 as an isolated structure in a non-equilibrium geometry. The level of theory is ωB97M-V with the def2-TZVPD basis set.

2S+1 ... 1
HOMO energy ... -11.84 eV
Net charge ... +1
Relative energy (zero: lowest compared OMol25 entry of this formula, charge and spin) ... 135.1 kJ/mol
Frontier orbital gap ... 6.221 eV

Element x y z (Å)
Ca -13.9894 -18.1847 19.6398
C -13.8634 -22.4105 21.4603
C -13.8084 -21.2468 20.5080
O -13.7176 -19.9592 21.0831
H -13.0610 -22.4714 22.1952
H -13.7764 -23.3270 20.8701
H -14.8537 -22.3972 21.9221
H -14.6508 -21.2829 19.7995
H -12.9638 -21.3975 19.8058
C -10.3826 -22.7771 23.8576
O -9.0167 -22.8426 24.2253
H -10.9045 -23.7343 23.8040
H -10.9328 -22.2540 24.6464
H -10.5581 -22.2967 22.8912
H -8.7471 -21.9233 24.3165
C -17.2292 -21.0623 23.2673
O -16.4904 -20.1343 22.5029
H -17.0188 -21.1968 24.3340
H -18.2909 -20.8418 23.1825
H -17.1134 -22.0838 22.8771
H -15.5758 -20.4282 22.4539
C -18.3666 -22.9622 19.9943
O -16.9460 -22.8675 19.8066
H -18.7391 -23.6850 19.2693
H -18.6197 -23.0569 21.0481
H -18.7961 -22.0148 19.6668
H -16.4740 -23.6225 20.1654
C -14.9311 -24.7872 24.8949
O -14.9232 -25.9318 25.3268
N -15.1890 -23.6494 25.6094
N -14.4907 -24.5355 23.6166
H -15.6324 -23.8420 26.4967
H -15.3810 -22.7713 25.1710
H -14.2991 -25.3841 23.1124
H -14.4532 -23.5775 23.3355
C -17.2260 -20.6730 16.9872
O -18.3895 -20.9606 17.2061
N -16.7973 -19.8234 15.9922
N -16.2004 -21.1866 17.7519
H -15.8847 -19.4605 16.1693
H -17.3746 -19.4254 15.2764
H -15.2801 -20.8206 17.6335
H -16.5017 -21.8899 18.4487
C -12.2854 -19.8293 24.5670
O -11.6151 -19.4802 25.5323
N -13.6590 -19.9136 24.5646
N -11.7140 -19.9719 23.3323
H -13.9628 -20.3766 25.4094
H -14.1294 -19.9921 23.6836
H -10.7584 -20.2434 23.2306
H -12.3508 -20.2017 22.5782
C -13.2237 -25.8597 17.3516
O -12.3659 -26.7230 17.3466
N -13.7707 -25.2033 16.2735
N -13.7287 -25.4103 18.5576
H -14.5447 -24.6045 16.4673
H -13.5184 -25.6129 15.3906
H -14.4476 -24.7193 18.6656
H -13.4831 -25.9023 19.3972
C -10.4932 -18.6761 19.2014
O -11.5138 -18.0966 19.6859
N -10.5033 -20.0114 19.1065
N -9.4897 -18.0042 18.6282
H -11.3874 -20.4094 19.3758
H -9.7076 -20.6090 18.9668
H -8.6488 -18.5284 18.4566
H -9.5283 -17.0184 18.4484

=====

(3)
This record from OMol25 describes C16H16O6 in the gas phase in a non-equilibrium geometry. The level of theory is ωB97M-V with the def2-TZVPD basis set.

2S+1 ... 1
HOMO energy ... -8.45 eV
Relative energy (zero: lowest compared OMol25 entry of this formula, charge and spin) ... 20.7 kJ/mol
Structure (SMILES) ... CC(C)(O)[C@H](O)COc1c2occc2cc2ccc(=O)oc12
Frontier orbital gap ... 8.431 eV

Element x y z (Å)
C 3.2464 0.5685 1.7498
C 1.7851 0.1372 1.8953
C 1.4998 -0.2553 3.3500
O 0.9041 1.2050 1.6028
C 1.4671 -1.0758 0.9660
O 2.2015 -2.2213 1.3253
C 1.8063 -0.8401 -0.5150
O 1.1905 0.3130 -1.0597
C -0.1579 0.3948 -1.2056
C -0.6951 1.6849 -1.1928
O -0.0004 2.8265 -0.9967
C -0.9003 3.8346 -1.0534
C -2.1582 3.3945 -1.2803
C -2.0630 1.9706 -1.3775
C -2.9584 0.9328 -1.5747
C -2.4630 -0.3657 -1.5906
C -3.3286 -1.4943 -1.7871
C -2.8466 -2.7478 -1.8057
C -1.4268 -3.0088 -1.6318
O -0.9088 -4.0965 -1.6334
O -0.6221 -1.9187 -1.4546
C -1.0816 -0.6376 -1.4192
H 3.8937 -0.3028 1.8065
H 3.5065 1.2611 2.5466
H 3.4054 1.0684 0.7967
H 2.2451 -0.9558 3.7163
H 1.5297 0.6420 3.9619
H 0.5063 -0.6896 3.4375
H 1.1499 1.5802 0.7471
H 0.3833 -1.2642 1.0450
H 1.8850 -2.5431 2.1757
H 2.8776 -0.6612 -0.6188
H 1.5525 -1.7465 -1.0682
H -0.5129 4.8252 -0.9136
H -3.0454 3.9859 -1.3686
H -4.0122 1.1145 -1.7095
H -4.3838 -1.2999 -1.9178
H -3.4709 -3.6146 -1.9481

=====

(4)
This record from OMol25 describes C55H51As2BF3N9O9PbS3Sb as an isolated structure. The level of theory is ωB97M-V with the def2-TZVPD basis set.

2S+1 ... 2
HOMO energy (spin up / spin down) ... -11.98 / -12.34 eV
Net charge ... +2
Relative energy (zero: lowest compared OMol25 entry of this formula, charge and spin) ... 83.2 kJ/mol
<S²> ... 0.76
Frontier orbital gap (spin up / spin down) ... 6.221 / 5.915 eV

Element x y z (Å)
Pb -0.1234 -0.5702 0.3404
C 2.8092 1.6231 3.1051
C 2.2769 1.4707 1.8228
N 1.0497 0.9640 1.8973
N 0.7732 0.7517 3.2074
C 1.8223 1.1619 3.9504
B -0.6654 0.3591 3.7037
N -1.6741 1.2518 2.8920
C -2.5359 2.2248 3.2493
C -3.2408 2.6306 2.1382
C -2.7272 1.8414 1.1082
N -1.7822 1.0223 1.5591
N -1.0881 -1.1361 3.3968
C -1.8595 -1.8768 4.2164
C -2.4513 -2.8891 3.4901
C -1.9948 -2.6972 2.1868
N -1.1736 -1.6529 2.1426
N -0.6833 0.4913 5.2155
C -1.3555 1.2335 6.1411
C -0.9443 0.8376 7.3834
C 0.0050 -0.1742 7.1296
N 0.1610 -0.3842 5.8357
H 3.7669 2.0290 3.3848
H 2.7092 1.6972 0.8592
H 1.7978 1.1042 5.0256
H -2.6200 2.5740 4.2587
H -4.0129 3.3805 2.0922
H -3.0149 1.8150 0.0679
H -1.9413 -1.6502 5.2671
H -3.1146 -3.6553 3.8545
H -2.1982 -3.2638 1.2886
H -2.0776 1.9837 5.8834
H -1.2745 1.2185 8.3363
H 0.5741 -0.7573 7.8401
S -1.8029 -3.2939 -3.1960
C -3.1651 -2.7755 -2.3082
C -2.8258 -1.9355 -1.2918
C -1.4199 -1.7313 -1.2478
C -0.7155 -2.3924 -2.2104
C 0.7416 -2.3541 -2.4869
C 1.3323 -3.0841 -3.5118
C 2.7016 -3.0056 -3.6898
C 3.4517 -2.1886 -2.8540
C 2.7815 -1.4721 -1.8823
N 1.4626 -1.5575 -1.6952
H -4.1496 -3.1287 -2.5785
H -3.5413 -1.4978 -0.6065
H 0.7273 -3.7090 -4.1568
H 3.1823 -3.5763 -4.4745
H 4.5262 -2.1043 -2.9537
H 3.3107 -0.7853 -1.2339
F 8.0366 -2.6325 0.0418
C 6.7498 -2.6107 0.4138
C 6.0890 -3.8094 0.5996
C 4.7524 -3.7781 0.9750
C 4.0903 -2.5619 1.1465
C 4.7985 -1.3733 0.9783
C 6.1377 -1.3887 0.6098
Sb 2.0532 -2.4985 1.7563
C 1.3278 -4.2915 0.8660
C 0.2217 -4.9455 1.4176
C -0.3920 -6.0005 0.7565
C 0.1095 -6.3878 -0.4700
F -0.4923 -7.3879 -1.1282
C 1.2131 -5.7856 -1.0384
C 1.8149 -4.7282 -0.3674
C 2.3587 -3.1473 3.7495
C 2.8137 -2.2236 4.6853
C 3.1333 -2.6282 5.9719
C 2.9809 -3.9608 6.2998
F 3.2839 -4.3555 7.5436
C 2.5302 -4.9009 5.3959
C 2.2199 -4.4865 4.1071
H 6.6214 -4.7422 0.4645
H 4.2342 -4.7148 1.1447
H 4.3114 -0.4155 1.1375
H 6.7076 -0.4768 0.4847
H -0.1615 -4.6462 2.3874
H -1.2420 -6.5220 1.1779
H 1.5922 -6.1477 -1.9859
H 2.6796 -4.2507 -0.8151
H 2.9214 -1.1777 4.4218
H 3.4933 -1.9299 6.7167
H 2.4323 -5.9349 5.7001
H 1.8841 -5.2232 3.3896
C -4.9859 3.3492 -2.7083
O -3.8912 2.4143 -2.4504
C -2.6870 2.6737 -2.8210
S -2.2199 4.1003 -3.6229
S -1.5082 1.5277 -2.3719
H -5.8657 2.7343 -2.8497
H -4.7860 3.9388 -3.5991
H -5.0966 3.9869 -1.8364
C -1.4792 2.7121 -6.3071
O -0.7075 1.5884 -5.8709
C -0.2643 1.3018 -4.6526
O 0.0593 0.1668 -4.4196
C -0.1670 2.2665 -3.4353
C -0.4117 3.7627 -3.3833
As 0.7526 5.0348 -4.4929
C 1.4447 3.9300 -5.9566
C 2.2948 4.7117 -3.2920
C 2.5889 3.5844 -2.6469
As 1.6711 1.8047 -2.5353
C 2.7992 1.1252 -4.0049
C 3.9291 3.3097 -1.9915
O 4.0349 2.4158 -1.1761
O 4.9376 3.9915 -2.4737
C 6.2390 3.7060 -1.9119
C 3.1237 5.9743 -3.2036
O 3.5606 6.4663 -2.2073
O 3.2050 6.5068 -4.4321
C 3.8988 7.7734 -4.5386
C -0.2084 4.4237 -1.9760
O -0.3081 5.6121 -1.8418
O 0.0529 3.5646 -1.0026
C 0.2885 4.1496 0.3093
H -1.4720 2.6528 -7.3899
H -1.0463 3.6580 -5.9994
H -2.5035 2.6267 -5.9534
H 0.8447 4.0961 -6.8477
H 1.5051 2.8681 -5.7456
H 2.4489 4.3048 -6.1542
H 3.0997 1.9103 -4.6919
H 2.3196 0.3078 -4.5327
H 3.6875 0.7369 -3.5048
H 6.9342 4.2996 -2.4918
H 6.4598 2.6461 -1.9982
H 6.2585 4.0032 -0.8670
H 3.5754 8.2102 -5.4758
H 4.9699 7.5944 -4.5501
H 3.6402 8.4115 -3.7006
H 0.4083 3.3028 0.9774
H -0.5610 4.7627 0.5935
H 1.1872 4.7611 0.2756

=====

(5)
This record from OMol25 describes a 2-piece molecular cluster, C3H7N3O2 overall in a non-equilibrium geometry. The level of theory is ωB97M-V with the def2-TZVPD basis set.

2S+1 ... 1
HOMO energy (spin up / spin down) ... -8.74 / -8.74 eV
Relative energy (zero: lowest compared OMol25 entry of this formula, charge and spin) ... 580.5 kJ/mol
Frontier orbital gap (spin up / spin down) ... 7.507 / 7.505 eV

Element x y z (Å)
N 0.7097 -1.5479 -1.1777
N 1.7624 0.2030 0.1104
C 0.7105 1.0618 0.1079
N -0.5443 -1.4050 -1.4144
C -0.3497 0.7025 1.1061
C -1.5545 1.2659 1.0809
O 0.9138 -2.0981 0.0060
O 0.5579 1.9916 -0.6858
H 1.5452 -1.1930 0.4314
H 2.4810 0.5102 -0.5395
H -1.2249 -1.4323 -0.6543
H -0.7793 -0.9843 -2.3030
H -0.1275 -0.1091 1.7895
H -2.3274 0.9952 1.7880
H -1.7728 2.0395 0.3545

=====

(6)
This record from OMol25 describes C41H48N5OPSScSi as an isolated structure. The level of theory is ωB97M-V with the def2-TZVPD basis set.

2S+1 ... 1
HOMO energy ... -9.63 eV
Net charge ... +1
Frontier orbital gap ... 6.256 eV

Element x y z (Å)
Sc 0.0592 -0.1616 -0.5654
N -0.4443 -4.5945 0.2228
C -0.2685 -3.4124 -0.4054
S -1.4030 -2.1466 -0.0091
N 0.7230 -3.3161 -1.2488
N 0.7948 -2.0494 -1.7819
C 1.2545 -1.9347 -2.9724
C 1.6585 -3.0665 -3.8376
C 0.9351 -3.3070 -5.0032
C 1.2844 -4.3635 -5.8315
C 2.3640 -5.1707 -5.5044
C 3.0859 -4.9296 -4.3436
C 2.7292 -3.8865 -3.5056
C 1.3344 -0.5467 -3.4802
C 1.9211 -0.2345 -4.6945
C 1.9818 1.0962 -5.0905
C 1.4532 2.0668 -4.2642
C 0.8798 1.6700 -3.0653
N 0.8196 0.4013 -2.6683
H -1.2951 -4.7572 0.7290
H 0.0589 -5.3878 -0.1411
H 0.0943 -2.6737 -5.2604
H 0.7131 -4.5537 -6.7302
H 2.6418 -5.9914 -6.1522
H 3.9262 -5.5621 -4.0895
H 3.2759 -3.7174 -2.5871
H 2.3236 -1.0213 -5.3140
H 2.4420 1.3597 -6.0334
H 1.4703 3.1144 -4.5287
H 0.4412 2.3949 -2.3959
O 2.8978 0.0091 -0.6101
N 2.1485 -0.6326 0.3659
C 2.6549 -1.6509 0.9292
C 1.9870 -2.4220 1.9700
C 2.5455 -3.6741 2.2229
C 1.9921 -4.5202 3.1681
C 0.8786 -4.0994 3.8699
C 0.3308 -2.8423 3.6396
C 0.8692 -1.9711 2.7000
P 0.0890 -0.3195 2.4259
C 1.2230 0.8395 3.2688
C 0.7942 2.1580 3.4269
C 1.6219 3.1077 4.0003
C 2.8972 2.7572 4.4209
C 3.3309 1.4487 4.2770
C 2.4981 0.4947 3.7067
C -1.3234 -0.3967 3.5777
C -2.5445 -0.9030 3.1387
C -3.6099 -1.0295 4.0159
C -3.4692 -0.6501 5.3420
C -2.2548 -0.1558 5.7946
C -1.1852 -0.0360 4.9205
H 3.7059 -0.4970 -0.7775
H 3.6499 -1.9831 0.6248
H 3.4171 -3.9880 1.6611
H 2.4306 -5.4911 3.3536
H 0.4288 -4.7430 4.6146
H -0.5328 -2.5432 4.2150
H -0.2026 2.4472 3.1116
H 1.2673 4.1232 4.1200
H 3.5445 3.5008 4.8666
H 4.3156 1.1608 4.6215
H 2.8448 -0.5276 3.6438
H -2.6654 -1.2168 2.1120
H -4.5539 -1.4200 3.6590
H -4.3050 -0.7435 6.0232
H -2.1362 0.1333 6.8305
H -0.2399 0.3391 5.2872
C -2.6823 1.8762 1.0875
Si -1.6565 2.0148 -0.5110
C -0.6747 3.7080 -0.3251
C -0.6353 4.6266 -1.5562
C 0.7623 3.3735 0.0947
C -1.2912 4.5531 0.8030
C -3.0043 2.0378 -1.9001
C -3.8126 0.7391 -1.7622
C -2.4295 2.0690 -3.3172
C -3.9766 3.2117 -1.7417
H -3.4086 2.6915 1.1553
H -2.0784 1.9102 1.9954
H -3.2419 0.9408 1.1153
H -0.2891 4.1587 -2.4814
H 0.0340 5.4702 -1.3562
H -1.6193 5.0437 -1.7712
H 1.3413 2.8753 -0.6920
H 0.7876 2.7265 0.9750
H 1.3169 4.2830 0.3539
H -2.3318 4.8106 0.5934
H -0.7365 5.4913 0.9123
H -1.2666 4.0453 1.7693
H -3.1806 -0.1550 -1.8042
H -4.5342 0.6635 -2.5824
H -4.3780 0.7024 -0.8290
H -1.7968 1.1991 -3.5161
H -1.8451 2.9704 -3.5174
H -3.2437 2.0443 -4.0493
H -4.4358 3.2314 -0.7507
H -4.7914 3.1287 -2.4698
H -3.4966 4.1770 -1.9077

=====

Which value of 2S+1 does entry 5 give? 1